Entry 1:
{"formula": "C8H17N2O3", "method": "ωB97M-V/def2-TZVPD", "species": ["C", "C", "C", "C", "C", "C", "C", "C", "N", "N", "O", "O", "O", "H", "H", "H", "H", "H", "H", "H", "H", "H", "H", "H", "H", "H", "H", "H", "H", "H"], "positions_angstrom": [[-0.7514, -1.2966, -0.5629], [0.7772, 0.0396, 0.9894], [-0.5755, -2.7339, -0.1522], [3.6563, 0.6312, -1.0574], [-1.0806, 1.8847, -1.0564], [-2.9222, 0.8536, 0.0246], [2.9075, 0.0756, 0.1602], [-0.6587, -0.5074, 0.7347], [-1.2777, -0.7499, 1.9336], [-1.5620, 1.2582, 0.1749], [-0.9106, -0.9189, -1.6704], [1.0639, 0.4779, 2.0532], [1.4852, -0.1756, -0.1037], [-0.5529, -3.4083, -0.9505], [-1.1930, -3.1153, 0.6798], [0.4768, -2.6837, 0.1849], [4.7044, 0.8339, -0.8884], [3.7224, -0.0642, -1.8782], [3.1589, 1.5600, -1.5043], [-1.4139, 1.4487, -1.9942], [-1.2893, 2.8940, -1.3188], [0.0399, 1.7446, -1.0538], [-3.1198, 0.1922, -0.8222], [-3.1497, 0.2247, 0.8387], [-3.6315, 1.6338, -0.0104], [3.0294, 0.5705, 1.0357], [3.3596, -0.9113, 0.5407], [-0.8561, -0.1877, 2.6335], [-2.1612, -1.2752, 1.9922], [-1.2752, 1.7052, 1.0475]], "lumo_ev": [-2.8, -7.9], "gap_ev": [7.6468, 5.4440], "s_squared": 2.0077, "homo_energy_ev": [-10.426, -13.377], "multiplicity": 3, "charge": 1}

---

Entry 2:
{"formula": "C8H17N3O", "method": "ωB97M-V/def2-TZVPD", "species": ["C", "C", "C", "N", "O", "C", "C", "C", "C", "C", "N", "N", "H", "H", "H", "H", "H", "H", "H", "H", "H", "H", "H", "H", "H", "H", "H", "H", "H"], "positions_angstrom": [[2.0516, 0.7882, 1.3672], [2.1298, 0.0294, 0.2920], [3.1613, -0.9798, -0.0960], [1.2979, 0.3618, -0.8087], [2.0857, 0.8995, -1.6602], [0.0090, 0.2683, -1.0033], [-0.5025, 0.6042, -2.3619], [-0.9794, -0.1346, 0.0249], [-0.5284, -1.2754, 0.9144], [-2.3888, -0.6928, -0.4768], [-1.1330, 1.0555, 0.8237], [-2.0278, 1.0187, 1.9437], [1.2249, 1.5857, 1.5587], [2.4976, 0.6029, 2.2918], [4.0834, -0.8302, 0.4253], [3.3484, -0.7416, -1.2163], [2.7268, -2.0094, 0.0744], [-0.5540, -0.3869, -3.0086], [0.1806, 1.2636, -2.9259], [-1.5514, 1.1626, -2.3018], [-1.2872, -1.5710, 1.6391], [0.2903, -0.9754, 1.4939], [-0.2453, -2.1902, 0.4222], [-2.2361, -1.6691, -1.0813], [-2.7687, -0.0512, -1.2762], [-3.0375, -0.9069, 0.4316], [-1.0183, 1.9340, 0.2401], [-3.0248, 1.1217, 1.5344], [-1.8041, 1.7183, 2.7396]], "smiles": "C=C(C)/[N+]([O-])=C(/C)C(C)(C)NN", "de_lowest_kcal_mol": 124.0, "lumo_ev": 0.7, "gap_ev": 9.0111, "homo_energy_ev": -8.274}

---

Entry 3:
{"formula": "C8H17N7O3W", "method": "ωB97M-V/def2-TZVPD", "species": ["W", "N", "C", "C", "O", "N", "C", "C", "O", "O", "H", "H", "H", "H", "H", "H", "C", "N", "C", "C", "N", "N", "C", "N", "N", "H", "H", "H", "H", "H", "H", "H", "H", "H", "H", "H"], "positions_angstrom": [[0.4188, 0.9031, 0.7008], [0.1730, 3.0552, 1.1456], [1.1721, 3.8084, 0.3089], [2.4747, 3.0806, 0.4768], [3.5324, 3.4214, 0.8004], [2.2164, 1.4747, 0.3386], [3.4062, 0.8197, 0.8700], [3.2953, -0.1683, 1.9797], [3.4603, -1.0593, 2.6165], [0.6057, 0.4568, 2.3201], [-0.7536, 3.4638, 0.9955], [0.3575, 3.2234, 2.1425], [1.2798, 4.8511, 0.6149], [0.8771, 3.7744, -0.7443], [4.1428, 1.5446, 1.2651], [3.9177, 0.2016, 0.1110], [0.0336, -3.7747, -0.0966], [-1.0549, -2.9098, -0.6192], [-2.2337, -3.5998, -1.2207], [-1.0137, -1.6181, -0.5072], [0.0191, -0.9642, 0.1263], [-2.0733, -0.8755, -0.9820], [-2.1875, 0.4808, -1.0433], [-3.2143, 0.9770, -1.6798], [-1.2495, 1.2770, -0.4686], [-0.0387, -4.7403, -0.5878], [-0.0920, -3.9180, 0.9784], [1.0096, -3.3642, -0.3554], [-2.0032, -4.6568, -1.3002], [-2.4148, -3.2267, -2.2303], [-3.1033, -3.4853, -0.5704], [0.6210, -1.6594, 0.5675], [-2.8503, -1.4122, -1.3527], [-3.8810, 0.4011, -2.1862], [-3.4106, 1.9721, -1.7054], [-1.4386, 2.2459, -0.7085]], "de_lowest_kcal_mol": 27.9, "lumo_ev": -16.8, "gap_ev": 6.9754, "homo_energy_ev": -23.799, "charge": 4}

---

Entry 4:
{"formula": "C8H17NO3", "method": "ωB97M-V/def2-TZVPD", "species": ["C", "O", "C", "C", "C", "C", "O", "N", "C", "C", "O", "C", "H", "H", "H", "H", "H", "H", "H", "H", "H", "H", "H", "H", "H", "H", "H", "H", "H"], "positions_angstrom": [[-2.5228, -1.3460, -0.6346], [-1.5073, -1.4204, 0.3482], [-1.5694, -0.4097, 1.3244], [-0.7015, 0.8038, 0.9846], [0.7750, 0.5896, 1.3433], [1.7268, 0.6824, 0.1795], [1.8653, 1.7148, -0.3755], [2.4604, -0.4307, -0.1512], [3.3345, -0.2077, -1.2933], [1.6606, -1.6685, -0.2357], [-0.8834, 1.2211, -0.3424], [-1.9427, 2.1260, -0.5094], [-2.2105, -0.6716, -1.4281], [-3.4559, -0.9610, -0.2362], [-2.6543, -2.3149, -1.0839], [-1.1797, -0.8352, 2.2431], [-2.5871, -0.1102, 1.5524], [-1.0753, 1.5972, 1.6326], [0.9077, -0.3354, 1.8869], [1.0793, 1.3687, 2.0213], [3.8290, -1.1437, -1.5168], [2.8080, 0.1434, -2.1751], [4.0853, 0.5200, -1.0423], [1.9585, -2.2466, -1.0935], [0.5925, -1.4964, -0.2730], [1.8613, -2.2927, 0.6284], [-1.8519, 2.9803, 0.1568], [-2.9110, 1.6398, -0.3913], [-1.8915, 2.5036, -1.5189]], "smiles": "COC[C@@H](CC(=O)N(C)C)OC", "de_lowest_kcal_mol": 19.9, "lumo_ev": 0.9, "gap_ev": 9.9146, "homo_energy_ev": -9.011}

---

Entry 5:
{"formula": "C8H17NOS2", "method": "ωB97M-V/def2-TZVPD", "species": ["C", "C", "C", "C", "C", "C", "C", "C", "N", "O", "S", "S", "H", "H", "H", "H", "H", "H", "H", "H", "H", "H", "H", "H", "H", "H", "H", "H", "H"], "positions_angstrom": [[2.4721, -2.6938, -1.5319], [-3.4382, -1.1379, 0.0320], [4.3611, 1.2434, -0.0523], [-2.0288, -1.7027, -0.2608], [-0.9615, -1.5688, 0.7764], [-0.2843, -0.1989, 0.8562], [0.8335, -0.1785, 1.8847], [2.2589, 0.0219, 1.3636], [2.7803, -1.5490, -1.6719], [2.3465, -3.8687, -1.4416], [-1.2583, 3.9765, -1.9542], [2.5320, 1.1602, 0.1138], [-3.6411, -0.0039, 0.2275], [-4.0692, -1.4716, -0.7532], [-3.7698, -1.7370, 0.9487], [4.7811, 1.0806, 0.9659], [4.6324, 2.1963, -0.4263], [4.5435, 0.4769, -0.9249], [-1.7496, -1.2916, -1.1710], [-2.2445, -2.7318, -0.3097], [-0.2323, -2.3476, 0.3915], [-1.3489, -1.7976, 1.7480], [-0.9096, 0.6324, 1.0033], [0.1027, -0.0637, -0.2142], [0.7906, 0.7857, 2.5334], [0.7785, -1.0043, 2.6043], [0.0288, 4.2586, -2.0042], [2.3060, -0.6006, -1.6374], [-1.1894, 2.7702, -1.4148]], "de_lowest_kcal_mol": 68.2, "lumo_ev": -0.1, "gap_ev": 8.1586, "homo_energy_ev": -8.241}

---

Entry 6:
{"formula": "C8H17OP2Sr", "method": "ωB97M-V/def2-TZVPD", "species": ["C", "C", "C", "C", "C", "Sr", "P", "H", "H", "H", "H", "H", "H", "H", "H", "C", "P", "C", "C", "O", "H", "H", "H", "H", "H", "H", "H", "H", "H"], "positions_angstrom": [[-1.9686, 1.5035, -1.2701], [-2.7769, 0.9762, -2.3322], [-2.0154, 0.9021, -3.4999], [-0.7378, 1.4423, -3.2447], [-0.6893, 1.8482, -1.8400], [-0.8358, -0.8172, -1.7678], [-2.5985, -0.9303, 0.5926], [-2.4164, 1.8310, -0.2936], [-3.8117, 0.6343, -2.2999], [-2.4284, 0.5839, -4.4571], [0.1828, 2.2824, -1.3486], [0.0127, 1.5112, -4.0538], [-2.3564, -2.2235, 1.2374], [-3.9744, -0.9104, 0.8296], [-2.1889, -0.0967, 1.6701], [2.5564, -2.0684, 0.8730], [1.6345, -0.5633, 1.1954], [0.9947, -0.6161, 2.8798], [2.7886, 0.8120, 1.1882], [0.5323, -0.3972, 0.1430], [1.8922, -2.9358, 0.9939], [3.3901, -2.1550, 1.5870], [2.9593, -2.0356, -0.1526], [1.8253, -0.8082, 3.5700], [0.5183, 0.3254, 3.1997], [0.2763, -1.4370, 3.0055], [3.2197, 0.9887, 0.2024], [2.3828, 1.7619, 1.5492], [3.6325, 0.5919, 1.8436]], "lumo_ev": [2.7, 2.7], "gap_ev": [2.5302, 2.5303], "homo_energy_ev": [0.178, 0.178], "charge": -1}

---

Entry 7:
{"formula": "C8H17OP2Ti", "method": "ωB97M-V/def2-TZVPD", "species": ["C", "C", "C", "C", "C", "Ti", "P", "H", "H", "H", "H", "H", "H", "H", "H", "C", "P", "C", "C", "O", "H", "H", "H", "H", "H", "H", "H", "H", "H"], "positions_angstrom": [[1.1444, 0.3870, -3.0470], [2.2017, -0.2037, -3.6781], [2.8553, -1.4013, -3.2980], [2.4326, -2.1856, -2.2186], [1.3812, -1.8323, -1.3818], [0.5708, -0.1359, -1.1315], [-1.2734, 1.6194, -1.3352], [0.7407, 1.3314, -3.4352], [2.5724, 0.2798, -4.5801], [3.6877, -1.7598, -3.9325], [1.0112, -2.5590, -0.6416], [2.9407, -3.1479, -2.0681], [-2.5673, 1.0954, -1.1804], [-1.3881, 2.2556, -2.5773], [-1.3771, 2.7343, -0.4839], [-2.4887, 0.7259, 2.9535], [-1.1625, 0.2506, 1.6708], [0.0247, 1.5384, 2.2420], [-0.9707, -1.3294, 2.5923], [-0.1342, -0.5249, 0.5332], [-1.9859, 0.7226, 3.9143], [-3.2989, 0.0020, 2.9533], [-2.8737, 1.7299, 2.7511], [-0.0035, 1.5811, 3.3317], [1.0330, 1.3194, 1.9077], [-0.2689, 2.5276, 1.8542], [-1.3995, -2.1216, 1.9743], [0.0795, -1.5250, 2.7320], [-1.4833, -1.3737, 3.5788]], "de_lowest_kcal_mol": 75.8, "lumo_ev": [-0.4, -0.8], "gap_ev": [6.2723, 5.9226], "s_squared": 0.7544, "homo_energy_ev": [-6.693, -6.695], "multiplicity": 2}

---

Entry 8:
{"formula": "C8H17P", "method": "ωB97M-V/def2-TZVPD", "species": ["C", "C", "C", "C", "C", "P", "H", "H", "H", "H", "H", "H", "H", "H", "H", "H", "H", "C", "C", "C", "H", "H", "H", "H", "H", "H"], "positions_angstrom": [[-0.6434, -1.8692, -0.1005], [-1.7600, -0.7773, -0.1991], [-2.9774, -1.5112, 0.3831], [-1.3231, 0.5364, 0.4111], [-0.5621, 1.5259, -0.5003], [-2.3443, 1.9808, -0.2455], [-0.5948, -2.3822, 0.8982], [0.2664, -1.4524, -0.1308], [-0.6552, -2.6284, -0.8863], [-2.0836, -0.3592, -1.2440], [-3.6346, -0.6729, 0.6256], [-2.7804, -2.1330, 1.2901], [-3.5025, -2.1409, -0.3916], [-1.1073, 0.7463, 1.4924], [-0.2963, 1.1479, -1.4688], [0.2055, 1.9822, -0.1188], [-2.2566, 2.6482, 0.9030], [2.5809, 1.6657, 0.6223], [2.7328, 0.3538, 0.5250], [3.1883, -0.0546, -0.9126], [2.6061, 2.4354, -0.0839], [2.3512, 2.0323, 1.5457], [2.4866, -0.2164, 1.3878], [4.3503, -0.3292, -0.9782], [3.0682, 0.5586, -1.7635], [2.6851, -1.0865, -1.0605]], "smiles": "CC(C)[C@H]1CP1.C=CC", "de_lowest_kcal_mol": 45.6, "lumo_ev": 1.1, "gap_ev": 10.4087, "homo_energy_ev": -9.327}

---

Entry 9:
{"formula": "C8H17P2Sr", "method": "ωB97M-V/def2-TZVPD", "species": ["C", "C", "C", "C", "C", "Sr", "P", "H", "H", "H", "H", "H", "H", "H", "H", "C", "P", "C", "C", "H", "H", "H", "H", "H", "H", "H", "H", "H"], "positions_angstrom": [[1.7371, 1.1543, -0.5697], [2.1159, 2.2340, 0.1461], [1.4074, 2.9093, 1.1635], [0.1203, 2.7685, 1.7724], [-0.8673, 1.8675, 1.4808], [-0.2441, -0.0767, 0.1000], [0.9900, -2.0794, -1.6948], [2.4240, 0.8217, -1.3717], [3.1166, 2.7297, -0.0208], [1.9980, 3.7181, 1.5917], [-1.8697, 1.7857, 1.9686], [0.0142, 3.5522, 2.5808], [1.1311, -3.3743, -1.0929], [2.2559, -1.9127, -2.2950], [0.1577, -2.3979, -2.8164], [-4.0481, -3.0674, 0.2858], [-2.7082, -1.8810, 0.5094], [-3.3389, -0.8937, 1.9388], [-1.3992, -3.0652, 1.1100], [-4.8980, -2.5369, -0.1497], [-4.2470, -3.4535, 1.2871], [-3.6597, -3.8337, -0.3878], [-4.0185, -1.5178, 2.5362], [-2.5739, -0.3971, 2.5638], [-3.9356, -0.0864, 1.4776], [-1.8880, -3.7964, 1.7629], [-1.0559, -3.6053, 0.2144], [-0.4927, -2.6841, 1.6143]], "lumo_ev": [2.3, 2.3], "gap_ev": [2.6613, 2.6619], "homo_energy_ev": [-0.327, -0.328], "charge": -1}

---

Entry 10:
{"formula": "C8H18BiF3I2O4P2S", "method": "ωB97M-V/def2-TZVPD", "species": ["I", "I", "Bi", "P", "C", "C", "H", "H", "H", "H", "H", "H", "C", "H", "H", "H", "P", "C", "C", "H", "H", "H", "C", "H", "H", "H", "H", "H", "H", "C", "O", "F", "C", "F", "F", "S", "O", "O", "O"], "positions_angstrom": [[-1.8566, 2.4470, -3.4108], [0.7981, 2.3595, -3.4079], [-0.3448, -0.5009, 0.3341], [-0.2555, -3.8023, -0.5551], [-0.8839, -4.7215, 0.9921], [-1.5484, -3.6827, -1.8912], [-2.0598, -4.4358, -2.4143], [1.8233, -4.7500, -2.2810], [-1.1501, -3.1705, -2.7091], [1.2577, -3.1019, -2.4777], [-1.7716, -4.3497, 0.8139], [-2.3235, -3.1673, -1.5013], [1.3881, -3.8810, -1.6661], [-0.9697, -5.7438, 1.2563], [2.2926, -3.4133, -1.1630], [-0.6139, -4.2736, 1.9342], [-0.3596, 2.9911, -0.9419], [-0.5702, 3.9677, 0.7504], [0.9524, 4.2671, -1.5297], [-1.2992, 3.8987, -3.0359], [-1.1260, 5.2591, -1.8575], [-2.4765, 4.2286, -1.4266], [-1.4861, 4.3031, -1.8901], [1.1434, 3.8876, -2.6247], [0.4991, 5.1911, -1.6233], [-0.3393, 4.9598, 0.3236], [0.1517, 3.5441, 1.4395], [1.8046, 4.0986, -0.9090], [-1.6068, 3.8403, 1.0544], [-0.9926, 0.8063, 2.2891], [-1.2398, 1.4049, 3.2272], [2.7564, -2.0317, 4.6404], [2.4267, -0.7631, 4.0382], [1.4897, -0.3596, 4.8172], [3.3977, 0.1533, 3.8008], [1.4512, -1.2988, 2.4130], [1.3975, 0.2974, 1.8992], [0.3057, -1.9756, 3.0397], [-0.0624, -2.4820, 0.2526]], "de_lowest_kcal_mol": 330.4, "lumo_ev": [-9.5, -9.7], "gap_ev": [3.3479, 3.1493], "homo_energy_ev": [-12.866, -12.862], "charge": 2}

---

Entry 11:
{"formula": "C8H18Br6O6S2", "method": "ωB97M-V/def2-TZVPD", "species": ["O", "S", "O", "O", "C", "C", "C", "H", "H", "H", "H", "H", "H", "H", "H", "O", "S", "O", "O", "C", "C", "C", "H", "H", "H", "H", "H", "H", "H", "H", "C", "Br", "Br", "Br", "H", "C", "Br", "Br", "Br", "H"], "positions_angstrom": [[13.4410, 4.4992, 8.5368], [14.4526, 4.2197, 7.5392], [15.2570, 2.9972, 7.5194], [13.7535, 4.4191, 6.0228], [12.8301, 3.3981, 5.6115], [11.5159, 3.8804, 6.1845], [15.6820, 5.5808, 7.4978], [13.2142, 2.4598, 6.0117], [12.9017, 3.5027, 4.5289], [11.5039, 3.7113, 7.2612], [10.6176, 3.4716, 5.7219], [11.3452, 4.9558, 6.2344], [16.6515, 5.2331, 7.8545], [15.5670, 6.4813, 8.1012], [15.7354, 6.0385, 6.5100], [9.7368, 9.4506, 8.3605], [11.0356, 8.8911, 8.9222], [12.3314, 9.5114, 8.7004], [10.7650, 8.7784, 10.5826], [9.5108, 8.4292, 11.0614], [9.6258, 8.1461, 12.5707], [11.3053, 7.0617, 8.5511], [8.9964, 7.6168, 10.5479], [8.8759, 9.3102, 10.9675], [8.6556, 7.8151, 12.9410], [9.9857, 8.9233, 13.2449], [10.4093, 7.3914, 12.6395], [12.1368, 6.9595, 7.8538], [10.4877, 6.7264, 7.9130], [11.4044, 6.4488, 9.4471], [13.7750, 4.1338, 12.0395], [15.7420, 4.3900, 11.7125], [12.8055, 5.9180, 12.1670], [13.4797, 3.2014, 13.7278], [13.2849, 3.5152, 11.2876], [12.7995, -0.0352, 8.3343], [13.4318, 1.5112, 9.4990], [10.7820, -0.2741, 8.4466], [13.7078, -1.6744, 8.9813], [13.2126, 0.2030, 7.3541]], "de_lowest_kcal_mol": 0.0, "lumo_ev": -0.8, "gap_ev": 9.6100, "homo_energy_ev": -10.368}

---

Entry 12:
{"formula": "C8H18BrOP", "method": "ωB97M-V/def2-TZVPD", "species": ["C", "C", "C", "C", "P", "O", "Br", "C", "C", "C", "C", "H", "H", "H", "H", "H", "H", "H", "H", "H", "H", "H", "H", "H", "H", "H", "H", "H", "H"], "positions_angstrom": [[1.1830, -1.7070, 0.4281], [-0.3441, -1.6680, 0.2558], [-1.0994, -2.8216, 0.9132], [-0.3408, -1.8023, -1.2808], [-0.9250, 0.0503, 0.7365], [-1.0292, 0.0831, 2.1591], [-2.9241, 0.0392, -0.2145], [-0.1379, 1.6591, 0.1527], [0.0860, 1.6622, -1.3656], [-1.4426, 2.5321, 0.3992], [1.1087, 1.8948, 0.9385], [1.7004, -0.8313, 0.1108], [1.4697, -1.7368, 1.4312], [1.6946, -2.4459, -0.0845], [-2.0831, -2.7098, 0.5471], [-0.9740, -2.6967, 1.9490], [-0.7448, -3.8384, 0.6637], [-1.3386, -1.6188, -1.8667], [0.4090, -1.1733, -1.8208], [-0.2701, -2.8859, -1.3413], [0.7904, 0.9967, -1.7157], [-0.6800, 1.3799, -2.0348], [0.6015, 2.6324, -1.8133], [-2.0704, 2.1417, 1.2404], [-1.9437, 2.7105, -0.4587], [-1.1166, 3.6070, 0.7317], [0.8335, 1.9173, 1.9270], [1.9141, 1.0724, 0.5896], [1.4637, 2.8307, 0.7965]], "smiles": "CC(C)(C)P(=O)(Br)C(C)(C)C", "de_lowest_kcal_mol": 7.2, "lumo_ev": 0.7, "gap_ev": 10.3730, "homo_energy_ev": -9.721}